A single C7H15NO molecule in a non-equilibrium geometry. Source: OMol25; level of theory: wB97M-V/def2-TZVPD.

ORCA input file:
```
! wB97M-V def2-TZVPD RIJCOSX def2/J DEFGRID3
* xyz 0 1
C 2.00857 0.11949 0.04857
C -0.50090 -0.17179 0.41275
C 0.48187 0.38214 -0.55379
C 3.01046 0.86490 -0.82086
C -0.74058 0.68020 1.64838
C -2.88336 -1.40176 -0.01237
C -1.94566 -0.29421 -0.42213
O 2.21687 -1.27356 0.07885
N -2.24186 0.62466 -1.22804
H 3.13635 -1.49076 -0.10616
H 2.07395 0.49649 1.07990
H -0.21068 -1.18440 0.70356
H -3.17507 0.56028 -1.64303
H 0.43164 -0.14669 -1.50262
H 0.35430 1.45091 -0.70730
H 4.03168 0.70876 -0.46674
H 2.94175 0.51965 -1.85188
H 2.80747 1.93307 -0.79419
H 0.12753 0.66739 2.30298
H -1.61637 0.30432 2.17827
H -0.95338 1.71129 1.37039
H -3.30852 -1.20041 0.97189
H -2.34146 -2.34558 0.03725
H -3.70460 -1.51437 -0.72369
*
```

Properties
SMILES string: [H]/N=C(\C)[C@H](C)C[C@H](C)O
calculated total energy: -11039.25377 eV
E_HOMO: -9.244 eV
frontier orbital gap: 10.23 eV

---

A molecular structure, C9H22ClI2LuN3OP in a non-equilibrium geometry. Source: OMol25; level of theory: wB97M-V/def2-TZVPD.

ORCA input file:
```
! wB97M-V def2-TZVPD RIJCOSX def2/J DEFGRID3
* xyz 2 1
I -0.03060 -2.79790 -1.27512
I -0.03111 2.74210 -1.23564
Lu 0.28843 -0.02635 -1.14411
P 0.28617 -0.02471 -3.74354
C -1.32644 -0.04243 -4.49551
C 1.17532 1.40051 -4.35654
H 2.13238 -1.56183 -3.78442
H 1.41067 -1.24809 -5.40183
H 0.60447 -2.35879 -4.23434
C 1.19674 -1.44099 -4.35037
H 2.12131 1.52174 -3.80822
H 1.37009 1.21751 -5.41374
H -1.19537 -0.04339 -5.58286
H -1.90336 0.84537 -4.19296
H 0.58204 2.31551 -4.22195
H -1.88334 -0.94092 -4.18845
C -1.82282 -0.03028 -1.21731
O -2.93608 -0.02951 -1.17464
Cl 2.60301 -0.01442 -1.34308
C 2.50037 -0.41142 3.00499
N 1.04568 -0.16728 3.34401
C 0.84311 -0.14126 4.81398
C 0.04463 0.00537 2.39592
N 0.40435 -0.06877 1.11756
N -1.26322 0.23478 2.68405
C -2.02454 0.45025 3.94473
C -2.31909 0.28045 1.58135
H 3.15883 -0.51653 3.89143
H 2.89065 0.43546 2.43970
H 2.59623 -1.34571 2.44571
H 0.55615 0.87277 5.11683
H 0.13174 -0.92358 5.09185
H 1.75375 -0.35375 5.40293
H 1.46085 -0.26425 0.98443
H -2.54276 1.41347 3.94874
H -2.75030 -0.34774 4.12485
H -1.38709 0.48334 4.86119
H -2.07303 1.12598 0.93044
H -2.31946 -0.69776 1.10019
H -3.34837 0.45304 1.93974
*
```

Properties
calculated total energy: -87825.78421 eV
E_HOMO (spin up / spin down): -15.230 / -15.214 eV
frontier orbital gap (spin up / spin down): 4.58 / 4.58 eV

---

A molecular structure, C6H11I in a non-equilibrium geometry. Source: OMol25; level of theory: wB97M-V/def2-TZVPD.

ORCA input file:
```
! wB97M-V def2-TZVPD RIJCOSX def2/J DEFGRID3
* xyz 0 1
C -0.99360 0.93649 -0.52350
C 0.12732 0.63128 0.14486
C -1.58660 2.36015 -0.55862
C 0.84875 -1.22951 1.48399
C 0.44553 -1.76819 -0.89696
C 0.86455 -0.73613 0.06960
I 2.90691 0.11673 -0.26473
H -1.57528 0.01000 -0.93358
H 0.68353 1.41116 0.62821
H -2.62509 2.57786 -0.32650
H -1.04252 2.99258 0.19456
H -1.53317 2.77237 -1.58770
H 1.42661 -2.16435 1.89001
H 1.13961 -0.36581 2.18848
H -0.21486 -1.36673 1.88833
H 0.50627 -2.73269 -0.42791
H 1.15224 -1.74620 -1.70526
H -0.53020 -1.69899 -1.26326
*
```

Properties
calculated total energy: -14499.41089 eV
E_HOMO: -8.937 eV
frontier orbital gap: 9.32 eV

---

2 unconnected molecules or ions with the total composition C7H10NOP in a non-equilibrium geometry. Source: OMol25; level of theory: wB97M-V/def2-TZVPD.

ORCA input file:
```
! wB97M-V def2-TZVPD RIJCOSX def2/J DEFGRID3
* xyz 0 3
C 2.48693 -2.36359 0.70681
C 2.27505 -1.76363 -0.48598
C 1.70426 -2.13206 1.84128
C 1.32332 -0.77146 -0.61144
C 0.81404 -1.00299 1.73659
C 0.71252 -0.28129 0.57617
C -3.59977 1.64660 -1.61252
N -1.66088 2.25904 0.23721
O -0.77599 1.65257 -2.29007
P -1.94296 2.03494 -1.47492
H 3.42600 -2.96511 0.81739
H 2.86094 -2.19819 -1.36730
H 2.04270 -2.56501 2.73536
H 1.14533 -0.27753 -1.51493
H 0.32028 -0.75480 2.67285
H -0.01383 0.39764 0.60834
H -4.32944 2.19342 -1.18416
H -3.95938 1.84852 -2.66641
H -2.11997 2.99738 0.75775
H -0.70918 2.04557 0.51797
*
```

Properties
calculated total energy: -20242.81576 eV
<S²>: 2.01
E_HOMO (spin up / spin down): -6.423 / -9.158 eV
frontier orbital gap (spin up / spin down): 7.23 / 6.68 eV